Here is a 10-piece molecular cluster, C59H74BN12O2SSi overall from the Open Molecules 2025 dataset. Energies are from ωB97M-V/def2-TZVPD.

Structure (XYZ):
```
150
Properties=species:S:1:pos:R:3:forces:R:3
S -0.503 4.108 -4.996 0.0451 -0.3263 0.2131
Si 1.177 -2.020 -5.841 0.9464 -0.3475 0.4732
O 0.748 -0.505 -6.441 -0.3686 -0.3300 -0.2063
O -5.397 5.135 -7.107 0.1803 -0.3274 0.1594
N -3.832 0.547 -6.495 -0.6708 0.2418 -0.1733
N -9.988 2.783 -3.033 0.0606 -0.0301 -0.0440
N 1.016 -0.009 -1.686 -0.0040 0.0226 -0.0015
N 3.276 1.498 3.018 0.0382 -0.0390 0.1093
N 5.797 1.579 9.829 0.0520 -0.0040 -0.0408
N 3.107 -5.525 -4.616 -0.0287 0.0695 -0.0306
N -4.698 1.521 -6.729 0.7477 -0.5492 0.2177
N 2.834 -0.996 7.934 -0.0789 -0.1292 0.0213
N 0.190 1.863 11.697 -0.0343 0.0033 0.0142
N -6.942 3.172 -7.154 0.1936 0.0391 -0.1765
N 5.580 -7.335 -8.977 0.0127 -0.0135 0.0326
N -5.298 1.194 12.051 -0.1173 -0.0101 -0.0315
C -5.496 2.418 11.570 0.0831 0.0299 0.0576
C -3.107 3.227 -6.543 0.5378 -0.9595 0.1545
C -0.515 -0.336 -7.051 0.6040 0.3822 0.3407
C -9.554 1.378 -1.142 0.0163 0.0236 -0.0075
C 3.694 -5.739 -3.440 -0.0690 0.0146 0.0314
C 3.857 0.359 5.052 0.0273 -0.0022 -0.1238
C -10.242 1.699 -2.304 -0.0524 -0.0157 -0.0324
C -7.650 3.635 -8.363 0.2674 -0.1849 0.1176
C 0.574 6.493 -5.825 -0.1774 -0.3078 0.0589
C -1.621 -0.191 -5.991 -0.3516 -0.4353 -0.1615
C 8.167 1.841 9.594 -0.0055 0.0187 -0.0051
C 6.544 -7.865 -9.726 0.0197 0.0581 -0.0126
C 5.842 -6.014 -4.429 0.0070 -0.0017 0.0179
C -2.167 0.383 11.603 0.0212 -0.0948 -0.0369
C 0.029 0.875 10.821 0.0026 0.0906 -0.0161
C -2.138 2.263 -6.294 -0.6188 0.2628 -0.0243
C 1.177 -2.531 8.733 -0.0071 0.0148 0.0139
C -8.545 2.226 -0.716 0.0216 -0.0205 0.0251
C -8.268 3.359 -1.466 -0.0103 -0.0246 -0.0043
C -0.486 5.456 -6.201 0.0033 0.5824 -0.0887
C -0.706 2.628 -6.031 -0.3005 0.5661 -0.2084
C 5.751 -10.084 -9.387 0.0107 -0.0329 -0.0031
C 5.071 2.302 4.387 -0.0131 -0.0163 0.0139
C -9.019 3.589 -2.608 0.0088 0.0565 -0.0627
C 3.248 0.817 -1.974 -0.0015 -0.0052 0.0235
C -2.015 1.405 12.525 0.0800 0.0316 -0.0122
C 3.002 -1.891 -5.424 -0.5011 -0.0213 -0.0063
C -7.298 1.712 10.184 -0.0212 0.0074 -0.0240
C 5.050 -5.985 -3.292 0.0079 0.0007 -0.0254
C -0.822 2.112 12.528 0.0397 0.0236 0.0325
C 4.868 1.275 5.294 0.0350 0.0185 0.0436
C 1.977 0.522 -2.438 -0.1029 -0.0005 -0.1183
C -4.412 2.806 -6.753 -0.3573 0.9905 -0.1117
C 4.701 -8.174 -8.434 -0.0501 0.0881 0.0439
C -6.095 0.227 11.602 0.0340 -0.0374 0.0620
C 3.538 0.547 -0.646 0.0492 0.0112 0.0097
C 5.248 -5.794 -5.661 0.0726 0.0086 -0.0225
C -7.104 0.431 10.673 0.0029 0.0173 -0.0086
C 1.569 -2.301 10.042 -0.0044 -0.0299 0.0248
C 0.257 -2.479 -4.281 -0.0711 0.1710 -0.2958
C -7.774 3.292 -5.949 -0.2922 -0.2911 -0.3191
C 6.764 3.766 9.698 0.0231 -0.0209 -0.0023
C -1.125 0.108 10.732 0.0091 0.0423 0.0595
C 2.552 -0.004 0.155 -0.0480 -0.0714 -0.1375
C 6.673 -9.225 -9.963 -0.0218 -0.0031 0.0141
C 7.021 1.069 9.717 -0.0394 -0.0617 0.0021
C 1.841 -1.856 7.720 0.0063 0.0332 -0.0200
C 0.968 -3.399 -7.091 -0.0877 0.2112 0.0411
C 2.600 -1.408 10.282 -0.0011 -0.1086 -0.0205
C 4.742 -9.549 -8.603 0.0242 0.0006 -0.0310
C 1.314 -0.264 -0.412 -0.0466 -0.0217 -0.0171
C 8.032 3.220 9.584 0.0226 0.0213 -0.0055
C 3.096 0.517 3.904 -0.0020 0.0257 -0.0559
C -6.478 2.730 10.641 -0.0119 -0.0220 -0.0032
C 3.884 -5.554 -5.697 -0.0773 0.0194 -0.0296
C -2.587 0.908 -6.280 0.6324 -0.0661 0.1188
C 3.200 -0.784 9.199 0.1608 0.1197 -0.0533
C 5.684 2.905 9.819 -0.1054 -0.0073 0.0126
C 4.251 2.368 3.271 -0.0209 0.0505 -0.0781
B -5.645 3.788 -7.011 -0.3129 0.1702 0.0050
H -2.866 4.274 -6.564 -0.0511 0.2048 0.0253
H -8.106 4.319 -5.777 0.1366 0.1720 0.1133
H 1.075 -2.806 10.863 -0.0049 0.0019 0.0037
H 4.675 3.293 9.915 0.0107 0.0345 -0.0036
H 0.515 -0.696 0.180 0.0237 -0.0026 0.0330
H 2.740 -0.222 1.193 -0.0125 0.0352 0.0661
H 1.565 -2.010 6.681 -0.0336 -0.0268 0.0185
H 3.989 1.245 -2.635 -0.0091 0.0025 -0.0165
H -0.247 2.872 -6.989 0.1670 -0.1645 -0.1122
H 4.517 0.765 -0.238 -0.0046 0.0062 0.0164
H 0.845 -3.266 -3.811 0.0475 -0.1916 -0.0031
H -8.841 4.468 -3.219 0.0276 0.0384 0.0594
H -8.274 2.828 -8.735 -0.2477 -0.0042 -0.0001
H 1.852 -3.486 -7.717 0.0874 0.0975 -0.1588
H -7.490 4.050 -1.171 -0.0150 0.0227 0.0053
H -7.256 2.905 -5.076 0.0668 0.0173 0.1880
H 0.100 -3.329 -7.742 -0.1392 -0.0441 -0.0327
H 3.664 -0.446 5.745 -0.0480 0.0207 0.0709
H -0.740 -1.152 -7.735 -0.1216 -0.1524 -0.0306
H -7.721 -0.394 10.345 0.0018 -0.0148 0.0113
H 3.579 -2.443 -6.161 0.2122 0.0789 -0.1255
H 3.176 -2.364 -4.461 0.0802 -0.0277 0.1365
H -9.806 0.486 -0.587 -0.0158 -0.0083 -0.0051
H 0.754 7.150 -6.668 0.0420 0.1723 -0.0633
H 5.818 -11.152 -9.546 0.0017 -0.0042 -0.0010
H 6.613 4.836 9.696 -0.0182 0.0055 0.0067
H 0.376 -3.219 8.500 0.0032 -0.0064 -0.0157
H 9.137 1.371 9.509 -0.0004 -0.0176 0.0012
H 5.472 -6.151 -2.311 -0.0136 -0.0025 0.0138
H -0.662 2.921 13.232 -0.0336 -0.0055 0.0199
H -0.143 1.816 -5.591 0.0808 -0.1143 0.0997
H -8.076 1.914 9.459 -0.0045 0.0007 -0.0010
H 3.383 -5.375 -6.643 0.0430 -0.0093 -0.0260
H -5.914 -0.761 12.011 -0.0353 -0.0151 -0.0199
H 0.868 0.695 10.161 -0.0165 -0.0454 -0.0756
H 2.293 -0.179 3.677 0.0066 -0.0140 0.0424
H 5.484 1.190 6.181 -0.0133 -0.0020 0.0142
H -7.986 2.010 0.185 -0.0008 -0.0002 0.0056
H -2.160 -1.131 -5.918 -0.2259 -0.0109 0.0841
H 0.185 -1.672 -3.555 -0.0774 0.1277 0.0565
H -0.730 -2.889 -4.489 -0.1767 0.0001 0.0876
H -3.084 -0.188 11.568 -0.0330 0.0286 0.0120
H 1.704 0.716 -3.472 0.0969 0.0094 -0.0322
H -8.679 2.706 -6.089 -0.0727 -0.1628 0.0969
H 0.230 7.085 -4.984 0.0538 0.1328 0.1345
H 4.002 -10.181 -8.132 -0.0151 0.0111 0.0054
H -0.316 5.104 -7.216 0.0994 -0.3567 0.0137
H -4.832 3.187 11.950 -0.0115 0.0271 -0.0305
H 3.927 -7.713 -7.830 -0.0233 -0.0721 0.0265
H -1.200 -0.682 9.997 0.0248 -0.0050 -0.0160
H -8.245 4.527 -8.178 -0.1123 0.1123 0.0229
H 5.848 3.039 4.539 -0.0021 0.0143 -0.0126
H -6.593 3.745 10.288 0.0127 0.0126 0.0088
H -2.806 1.647 13.222 -0.0318 -0.0117 -0.0195
H 7.083 -0.014 9.726 0.0405 0.0010 -0.0002
H 5.824 -5.811 -6.577 -0.0406 -0.0212 -0.0304
H 3.040 -5.710 -2.575 0.0316 -0.0081 0.0272
H -5.666 1.252 -6.896 -0.1165 -0.0322 -0.0429
H 4.376 3.160 2.539 0.0341 0.0132 0.0193
H 6.905 -6.204 -4.356 0.0052 -0.0006 -0.0001
H -11.037 1.060 -2.670 0.0012 -0.0249 0.0335
H 7.476 -9.600 -10.582 0.0121 0.0128 -0.0053
H -6.927 3.863 -9.144 0.0333 0.0671 -0.1196
H -1.192 -0.021 -5.005 0.2923 0.0923 0.0371
H 4.008 -0.074 9.342 -0.0038 0.0117 0.0982
H 7.248 -7.161 -10.157 0.0212 -0.0299 -0.0211
H 8.901 3.857 9.490 0.0039 0.0020 0.0014
H -5.417 5.602 -6.266 0.0008 0.3220 -0.1332
H 3.344 -0.862 -5.372 0.1139 0.1178 -0.0478
H 2.935 -1.195 11.288 0.0055 0.0349 0.0004
H -1.452 5.958 -6.198 -0.1735 -0.0537 -0.0706
H 1.499 6.003 -5.541 0.1796 0.0087 -0.0528
H -0.437 0.562 -7.661 -0.1033 0.1497 -0.1356
H 0.895 -4.325 -6.522 -0.0654 -0.1254 0.0683
```
Positions in Å, forces in eV/Å.

Output
E = -103744.2602 eV
E_HOMO = -10.21 eV
Charge = +1
Orbital gap = 0.2219 Eh
LUMO energy = -4.17 eV

Atomic partial charges in e from the Mulliken method, atoms 1 to 5: atom 1 (S): -0.0723, atom 2 (Si): 0.7276, atom 3 (O): -0.5528, atom 4 (O): -0.4373, atom 5 (N): -1.1391